Molecular formula: C66H202F2N35O15P11S2
Method: DFT, ωB97M-V/def2-TZVPD

Structure (XYZ):
```
333
Properties=species:S:1:pos:R:3:forces:R:3
N 1.9757 2.0179 1.6684 0.60 1.46 -1.06
H 1.5953 3.0336 1.8134 0.20 -1.04 0.00
H 1.2378 1.3934 1.4069 -0.99 -0.58 0.14
H 2.5975 1.6506 2.3989 -0.17 -0.19 0.44
H 2.6029 2.0039 0.8324 0.07 0.33 0.07
N -0.5056 0.3686 0.4554 2.23 -0.70 5.05
S -0.9319 0.6713 -0.9669 -1.89 -1.87 0.71
O -2.3425 0.5048 -0.9908 -0.90 0.91 -1.49
O -0.1405 0.0792 -1.9535 1.18 -0.56 -2.15
F -0.5316 2.1371 -0.9471 0.02 2.06 -0.46
S -0.5830 -1.0871 1.0758 -5.06 -1.19 -4.05
O -0.5260 -1.9957 -0.0577 0.45 -0.16 1.35
O -1.6657 -1.3617 2.0182 2.06 1.13 -0.56
F 0.7036 -1.2405 1.8249 2.24 0.21 1.68
O -6.7082 1.3036 -5.6540 -0.04 -0.55 0.11
P -5.6271 0.2887 -5.7799 -1.62 1.15 0.35
N -6.1007 -1.2862 -5.9897 0.63 0.23 -0.02
C -6.6357 -1.9436 -4.8188 -0.50 -0.65 -0.04
C -6.8517 -1.6200 -7.1884 0.89 -0.23 0.28
N -4.7091 0.3086 -4.4469 1.86 -1.07 0.60
C -5.0921 0.7005 -3.1293 -0.04 -0.48 1.02
C -3.3974 -0.3724 -4.4927 -0.03 1.40 -1.83
N -4.7104 0.6412 -7.0824 -0.28 -0.97 0.17
C -4.9541 1.8850 -7.6965 -0.29 1.09 -1.43
C -3.5519 -0.0373 -7.5718 0.12 -0.20 -1.32
H -6.0601 -1.6668 -3.9471 0.10 -0.16 0.23
H -6.6458 -3.0405 -4.9516 0.37 0.34 0.04
H -7.6881 -1.6905 -4.6445 -0.02 0.27 0.05
H -6.4688 -1.0952 -8.0660 0.02 -0.03 0.15
H -7.8829 -1.3470 -7.0217 -0.61 -0.26 -0.29
H -6.6646 -2.6931 -7.2903 -0.68 0.01 -0.50
H -5.2485 -0.2099 -2.5117 -0.30 0.48 0.01
H -4.2781 1.2287 -2.6189 -0.08 0.13 -0.23
H -5.9679 1.3280 -3.1615 -0.36 0.05 0.05
H -2.8194 -0.2378 -3.6078 -0.14 -0.55 1.18
H -3.3855 -1.3659 -4.9546 -0.24 -0.14 0.71
H -2.8206 0.2471 -5.1747 0.44 -0.10 -0.38
H -4.0910 2.5405 -7.5738 0.28 0.15 -0.41
H -5.2072 1.7185 -8.7714 0.42 0.39 0.45
H -5.7898 2.3967 -7.2468 -0.26 -0.05 0.14
H -2.7266 0.6815 -7.5119 0.40 -0.48 0.03
H -3.6460 -0.3402 -8.6556 -0.12 0.40 0.81
H -3.3768 -0.9521 -7.0277 0.26 -0.08 0.17
O 0.8687 4.4330 1.9879 1.53 0.06 -0.37
P 1.5434 5.7726 1.7359 -1.75 -2.47 0.35
N 0.4895 6.7625 2.4505 -0.61 1.00 -0.04
C -0.6729 6.2667 3.1526 -0.61 0.93 0.44
C 0.4166 8.1676 2.1932 0.07 1.15 -0.32
N 1.8997 5.9535 0.1634 -1.86 -1.65 0.15
C 1.0493 5.3463 -0.8838 1.06 -0.36 0.58
C 2.3373 7.2004 -0.2346 2.12 1.87 -1.73
N 2.9870 6.1330 2.3969 0.36 0.14 0.60
C 2.9900 6.3237 3.8220 0.86 0.05 1.31
C 4.1374 5.4059 1.8931 0.31 -0.84 1.10
H -1.4725 6.9654 2.8299 -0.06 -0.72 0.62
H -0.5618 6.2613 4.2677 -0.01 0.31 -0.73
H -0.8868 5.2710 2.8501 -0.42 -0.64 -0.22
H -0.3788 8.4823 1.4780 0.38 -0.55 0.11
H 1.3749 8.5298 1.8096 -0.21 0.16 0.22
H 0.1497 8.6942 3.1089 0.33 0.15 0.20
H 1.7785 5.0545 -1.6515 -0.66 -0.25 -0.15
H 0.5230 4.5031 -0.4330 -0.01 0.02 -0.45
H 0.3873 6.0964 -1.3054 -0.28 -0.03 -0.10
H 1.4985 7.8398 -0.5265 0.21 0.37 0.08
H 2.9846 7.6203 0.5324 -0.21 0.47 -0.06
H 2.9967 7.0713 -1.1242 -0.44 0.28 0.25
H 3.7662 7.0561 4.1499 -0.57 -0.43 -0.32
H 2.0195 6.6164 4.1709 -0.39 0.71 0.02
H 3.1442 5.3989 4.4088 0.42 -0.02 -0.51
H 4.2091 4.4794 2.5205 0.17 0.26 -0.69
H 5.0780 5.9597 2.1077 -0.58 -0.15 -0.67
H 3.9098 5.1374 0.8561 0.83 0.11 0.21
O 4.5858 -8.5285 -3.6496 0.12 0.76 1.78
P 4.3610 -8.0683 -2.2264 -0.75 -1.80 -2.97
N 2.9995 -8.8103 -1.6322 -0.49 0.33 1.09
C 2.5826 -8.9510 -0.2037 0.42 -0.04 -1.02
C 1.8706 -8.5122 -2.4909 -1.13 -0.94 0.07
N 4.1836 -6.4548 -2.2091 -0.98 1.23 1.40
C 4.4240 -5.5623 -3.2869 0.70 0.01 -1.23
C 3.7833 -5.7435 -0.9890 -0.14 -1.24 -0.46
N 5.4630 -8.4266 -1.0864 0.29 0.67 0.12
C 5.8017 -9.8193 -0.9196 0.96 0.23 0.47
C 6.5527 -7.4796 -0.9155 0.65 -0.20 0.73
H 3.4356 -9.1420 0.4465 0.03 0.14 -0.12
H 1.9179 -9.8247 -0.1469 0.05 0.34 0.05
H 2.0573 -8.0541 0.1362 -0.10 -0.10 0.16
H 1.0683 -9.2488 -2.2854 0.29 0.35 -0.07
H 2.1653 -8.6555 -3.5157 0.10 0.10 -0.44
H 1.4241 -7.5122 -2.3690 0.27 -0.05 0.16
H 5.0321 -6.0387 -4.0506 0.39 -0.06 0.13
H 3.5675 -5.2384 -3.8616 -0.87 0.09 0.22
H 4.9051 -4.6644 -2.9028 0.31 0.14 -0.08
H 3.7965 -6.4057 -0.1310 -0.25 -0.29 0.05
H 4.5356 -5.0269 -0.7878 0.75 1.21 0.31
H 2.8151 -5.2508 -1.0738 -0.13 -0.02 -0.07
H 4.9513 -10.4400 -0.7911 -0.91 -0.38 0.11
H 6.3860 -10.2236 -1.7176 0.32 -0.15 -1.03
H 6.4497 -9.9320 -0.0635 0.02 0.07 0.65
H 7.4191 -7.6977 -1.5689 -0.29 0.07 0.22
H 6.8425 -7.6111 0.1378 0.42 0.32 -0.27
H 6.2570 -6.4249 -1.0614 0.01 -0.75 0.00
O 3.9853 1.9498 -0.2618 -0.38 -0.02 0.83
P 4.9655 0.8547 -0.4904 -1.95 -0.44 -1.43
N 5.7651 1.2148 -1.8445 0.62 0.13 -1.11
C 7.0142 0.6047 -2.2582 -0.92 -0.75 -0.30
C 5.1240 2.1351 -2.7601 -0.29 0.49 -0.49
N 4.2240 -0.6309 -0.6433 1.65 0.99 -1.29
C 3.0005 -0.8927 -0.0484 -1.88 -1.48 2.20
C 4.6739 -1.5316 -1.6783 -0.46 -0.90 0.33
N 6.1517 0.5865 0.5394 0.03 0.06 0.84
C 6.8751 1.7877 0.8840 1.12 -0.35 2.49
C 5.9349 -0.3456 1.6211 0.52 0.10 1.08
H 7.7667 1.3543 -2.2637 0.98 0.57 -0.34
H 6.9173 0.0959 -3.2444 0.08 0.52 0.42
H 7.2900 -0.1619 -1.5470 0.16 -0.08 0.18
H 5.5126 3.1834 -2.7078 -0.11 -0.73 0.09
H 4.0650 2.1489 -2.4682 0.29 0.32 -0.58
H 5.2376 1.7925 -3.8042 -0.13 0.08 0.42
H 3.0516 -0.6897 1.0467 -0.19 -0.01 -0.47
H 2.0951 -0.4215 -0.4354 0.10 0.28 -0.36
H 2.8418 -1.9871 -0.1329 -0.26 0.50 0.23
H 5.6513 -1.9581 -1.4663 0.27 0.02 -0.07
H 3.9707 -2.3692 -1.7818 0.13 0.14 0.33
H 4.6458 -1.0760 -2.6351 0.39 0.56 -1.07
H 6.6959 2.6124 0.1962 0.20 -0.16 0.01
H 6.5991 2.0950 1.9539 0.11 -0.06 -1.41
H 7.9401 1.4733 0.9741 -0.36 0.75 -0.35
H 5.3635 -1.1965 1.2784 0.17 -0.28 -0.20
H 5.3522 0.0957 2.4564 0.56 -0.10 -0.35
H 6.9381 -0.6540 1.9511 -0.37 -0.19 0.23
O 3.6733 0.8446 3.4550 0.80 0.42 -3.14
P 3.1217 0.7976 4.7900 0.01 0.93 1.93
N 1.7336 1.5935 5.1157 0.21 -0.49 0.29
C 0.4219 1.0278 4.8457 0.49 -0.23 0.56
C 1.7733 3.0130 5.2347 -1.11 2.00 0.16
N 4.2279 1.5447 5.7780 0.18 -0.70 -2.97
C 4.0094 1.7554 7.1418 1.65 -1.11 1.33
C 5.3324 2.2796 5.1136 -1.06 -0.60 0.46
N 2.8043 -0.7587 5.0892 -0.50 -0.93 0.93
C 2.4111 -1.2297 6.4040 -0.25 1.00 -0.08
C 3.6460 -1.7577 4.4949 0.44 -0.37 -1.32
H 0.6084 -0.0360 4.6585 -0.62 0.24 -0.29
H -0.0759 1.5520 4.0073 0.09 -0.39 0.50
H -0.0943 1.1193 5.8085 -0.73 -0.01 -0.50
H 2.7910 3.3995 5.3629 -0.27 -0.20 -0.22
H 1.1649 3.4698 6.0855 0.60 -1.03 -0.66
H 1.3015 3.4409 4.3224 0.49 0.14 0.33
H 4.7849 1.2304 7.7288 -0.01 0.04 0.03
H 4.2209 2.7850 7.3244 -0.84 1.07 0.81
H 3.0959 1.2809 7.4745 -0.55 0.76 0.10
H 5.2649 3.3081 5.4112 0.48 0.69 0.71
H 6.2686 1.7922 5.3189 0.63 0.20 0.28
H 5.2007 2.3368 4.0473 -0.20 -0.48 -0.35
H 2.1035 -2.2398 6.2567 -0.38 -0.67 0.49
H 3.1701 -1.1357 7.1596 0.98 -0.42 0.21
H 1.6395 -0.6089 6.8099 -1.01 0.16 0.02
H 3.1623 -2.7252 4.5037 -0.27 -0.22 0.35
H 4.5796 -1.8225 5.0288 0.66 -0.22 0.18
H 3.8445 -1.5937 3.4321 0.02 0.43 0.23
O -4.5838 -0.5777 8.1460 0.13 -0.21 0.84
P -5.3351 -0.6861 6.8812 2.45 -0.91 1.50
N -5.7504 0.7776 6.4262 -0.41 2.25 -1.18
C -5.1987 1.9563 7.0848 -0.57 -0.23 0.04
C -6.0968 1.0170 5.0438 -0.63 1.21 -0.08
N -6.7024 -1.5069 6.8165 -1.81 -0.84 0.10
C -8.0013 -0.8884 7.0759 0.34 -0.49 0.68
C -6.6408 -2.9456 7.1246 -0.60 0.96 0.16
N -4.3755 -1.5292 5.8374 0.51 0.74 0.42
C -3.0902 -2.0066 6.2904 -0.28 -0.40 0.21
C -4.8286 -2.0945 4.6236 -1.05 -0.62 -0.82
H -4.7571 1.5910 8.0126 -0.13 0.58 0.05
H -6.0095 2.7011 7.1987 0.26 -0.33 0.39
H -4.4653 2.4543 6.4601 0.43 -0.16 0.03
H -6.6863 0.1945 4.6395 0.10 0.09 -0.13
H -5.1901 1.2024 4.4552 -0.23 -0.21 -0.27
H -6.7097 1.9567 4.9979 0.37 -0.81 -0.17
H -8.6778 -1.2934 6.3430 -0.59 0.44 -0.56
H -8.3742 -1.2781 8.0260 -0.04 0.23 0.27
H -7.9444 0.2144 7.1402 -0.11 -0.78 -0.39
H -7.2473 -3.5142 6.4120 0.20 -0.07 0.11
H -5.6080 -3.2343 7.1250 0.42 -0.47 -0.25
H -7.0051 -3.0998 8.1464 -0.12 -0.13 -0.12
H -3.2209 -2.9661 6.8116 0.27 -0.17 -0.24
H -2.4599 -2.1127 5.4240 0.45 -0.21 -0.30
H -2.6289 -1.3540 7.0077 0.07 0.47 0.19
H -4.3482 -1.6629 3.7441 0.39 -0.22 -0.08
H -5.8947 -1.8356 4.5096 0.32 -0.51 -0.05
H -4.7026 -3.2068 4.6407 -0.17 0.67 -0.26
O 0.6545 1.7186 -6.9672 -0.24 -0.15 0.14
P 1.8350 1.4047 -6.1286 -1.12 1.19 -0.41
N 1.6104 0.0727 -5.2378 -0.73 -2.31 -0.64
C 2.5425 -0.3856 -4.2421 0.18 -1.39 -0.19
C 0.4470 -0.7845 -5.4977 -0.90 0.11 0.79
N 2.2299 2.4111 -4.8894 0.60 -0.14 -0.75
C 2.8277 3.6758 -5.2380 0.39 0.55 1.94
C 1.3280 2.3839 -3.7792 -0.54 1.38 1.00
N 3.1580 1.5113 -7.0871 0.41 -1.09 1.37
C 4.3931 0.9238 -6.6085 1.20 0.80 -1.97
C 3.0297 1.6472 -8.4871 0.70 -0.66 -1.53
H 3.4532 -0.7743 -4.7340 -0.12 0.16 0.46
H 2.1272 -1.2457 -3.6721 -0.01 0.69 -0.29
H 2.7596 0.4200 -3.5681 0.46 0.21 0.53
H 0.6515 -1.8622 -5.6843 0.25 0.74 0.08
H -0.1300 -0.3615 -6.3129 0.20 -0.09 -0.34
H -0.2529 -0.6954 -4.6298 0.58 -0.37 -0.30
H 2.1439 4.4858 -5.4310 -0.42 0.21 0.02
H 3.4566 3.9783 -4.3967 -0.08 0.26 0.25
H 3.5122 3.5849 -6.0306 0.59 -0.32 -1.24
H 1.7831 2.7478 -2.8408 0.20 -0.21 -0.30
H 0.5094 3.0761 -3.9698 -0.39 0.17 0.11
H 0.8991 1.4124 -3.6063 0.02 -0.17 0.04
H 5.2497 1.5331 -7.0137 -0.54 -0.23 0.78
H 4.4394 0.8058 -5.5490 0.00 0.32 0.58
H 4.5802 -0.0434 -7.0692 -0.22 -0.50 -0.02
H 3.3696 0.7229 -9.0162 0.27 0.58 0.26
H 3.6222 2.5196 -8.8162 -0.28 -0.33 -0.28
H 1.9973 1.7027 -8.7865 -0.36 0.60 0.12
O -4.1945 -6.6715 -0.7687 0.48 -0.43 -0.13
P -3.1492 -5.6297 -0.9060 -2.34 0.05 3.42
N -3.7070 -4.5257 -1.9433 0.29 0.40 -2.11
C -2.9001 -3.3657 -2.2532 0.82 -0.10 -1.64
C -4.4339 -5.1173 -3.0922 -0.07 0.05 0.57
N -1.6612 -6.2075 -1.0785 -0.17 -0.50 -0.90
C -0.6756 -5.3347 -1.6164 1.80 0.22 -0.45
C -1.4381 -7.6090 -0.9801 1.85 -1.31 -0.21
N -2.9114 -4.6551 0.4374 -1.89 0.84 -1.78
C -4.0051 -3.7498 0.7778 0.15 -0.04 1.68
C -1.9550 -4.8922 1.4297 1.34 -0.51 0.52
H -2.3896 -3.0136 -1.3544 0.06 0.05 -0.36
H -3.4896 -2.5651 -2.6851 -0.46 0.22 0.26
H -2.1806 -3.6306 -3.1125 -0.50 0.54 1.32
H -4.1534 -4.6539 -4.0362 0.03 0.25 0.05
H -5.4936 -4.9891 -2.8825 -0.16 -0.08 -0.41
H -4.2260 -6.1865 -3.1625 -0.14 0.08 -0.04
H -0.8058 -4.3315 -1.1996 0.02 -0.08 -0.29
H 0.3454 -5.6393 -1.3025 -0.44 -0.10 0.01
H -0.6408 -5.2993 -2.7377 -0.17 0.00 0.77
H -1.1117 -8.0541 -1.9491 -0.19 0.22 0.46
H -0.6027 -7.7432 -0.2595 -0.20 -0.25 -0.33
H -2.2708 -8.2033 -0.6090 -0.26 0.56 -0.08
H -4.6128 -3.5024 -0.0783 0.15 0.32 -0.22
H -4.6925 -4.2531 1.4866 0.15 0.11 -0.08
H -3.6101 -2.8565 1.3213 -0.26 -0.42 -0.72
H -1.5150 -5.8789 1.2297 -0.07 0.12 0.69
H -2.3815 -4.8108 2.4401 0.13 -0.27 -0.15
H -1.1283 -4.1798 1.3385 0.07 0.23 0.32
O 1.3540 -7.2453 3.3928 0.27 0.21 0.22
P 1.6434 -5.9913 4.1250 -1.01 -1.91 1.28
N 2.5233 -4.8887 3.3209 0.14 0.03 -0.81
C 2.0231 -4.8616 1.9485 -0.01 0.62 -0.83
C 3.9350 -5.0439 3.4103 1.57 -0.54 0.81
N 2.3856 -6.3197 5.5838 0.07 -1.81 -1.21
C 2.9268 -7.6267 5.8760 0.35 -0.51 -0.02
C 2.5981 -5.3212 6.5320 0.89 1.15 0.42
N 0.2959 -5.1386 4.4971 -0.55 1.28 0.65
C 0.2051 -3.6768 4.7023 0.26 -0.70 -0.77
C -0.7036 -5.8719 5.2369 -0.66 -0.68 -0.23
H 2.4519 -3.9638 1.5231 -0.26 0.44 -0.49
H 0.9321 -4.8345 1.9454 0.11 0.33 0.01
H 2.2868 -5.6937 1.2705 0.23 -0.06 0.81
H 4.4763 -4.1579 3.0778 -0.10 0.18 -0.03
H 4.3121 -5.8886 2.8299 -0.02 -0.14 -0.29
H 4.2369 -5.2755 4.4578 -0.19 0.41 -0.72
H 2.9641 -8.2406 4.9954 -0.59 -0.28 -0.44
H 3.9614 -7.6672 6.2013 0.48 0.79 0.24
H 2.3784 -8.1303 6.6681 -0.37 -0.10 0.02
H 3.5472 -4.7985 6.3418 -0.12 0.52 0.00
H 1.7544 -4.6606 6.4958 -0.18 0.76 0.33
H 2.7336 -5.6902 7.5318 -0.37 -0.51 0.55
H -0.7119 -3.2883 4.2724 -0.47 -0.10 0.18
H 0.3054 -3.3811 5.7482 -0.24 -0.07 0.10
H 0.9777 -3.1951 4.1240 0.44 0.13 -0.04
H -1.6857 -5.6849 4.8107 -0.28 0.35 0.21
H -0.6985 -5.7019 6.3133 0.02 0.48 0.14
H -0.5947 -6.9439 5.1328 0.41 -0.25 -0.27
O -5.9630 3.3869 2.0073 0.35 0.34 -0.59
P -4.4902 3.5706 1.9416 -0.35 -3.35 0.49
N -3.9700 4.2929 0.5641 1.47 -1.23 -0.03
C -4.8417 4.8955 -0.3837 -0.64 0.73 -0.26
C -2.5455 4.1834 0.2197 0.06 -0.13 0.14
N -3.6691 2.1064 2.2595 -0.38 1.29 -0.53
C -2.5417 1.8932 3.1751 -0.51 -0.27 -0.63
C -4.2904 0.9532 1.6297 -0.02 -0.76 0.16
N -3.8890 4.4958 3.1418 0.19 -0.37 0.73
C -4.2420 4.0654 4.4979 0.60 0.88 0.53
C -4.4039 5.7887 2.8743 -0.90 2.18 0.95
H -4.5456 4.8419 -1.4244 0.48 -0.54 -0.12
H -4.9423 5.9486 -0.1842 0.04 0.93 0.07
H -5.8450 4.5264 -0.3067 -0.47 -0.56 0.13
H -2.0378 5.1519 0.1065 -0.29 0.10 0.09
H -2.4913 3.6656 -0.7334 0.26 -0.12 -0.17
H -1.9528 3.6069 0.9654 -0.69 0.31 -0.42
H -1.9954 2.8220 3.3562 -0.01 -0.07 -0.19
H -2.9031 1.5369 4.1525 0.16 -0.20 -0.08
H -1.8798 1.1235 2.7502 -0.14 0.32 0.12
H -5.2655 1.2381 1.2423 -0.08 0.04 0.05
H -3.7274 0.5048 0.8106 0.29 0.24 0.05
H -4.4534 0.1509 2.3598 -0.04 0.11 0.08
H -5.2920 4.3047 4.7493 0.34 -0.22 -0.16
H -4.0221 3.0256 4.7178 -0.17 0.14 -0.51
H -3.5751 4.6469 5.1562 -0.38 -0.08 0.14
H -3.8035 6.5410 3.3663 0.26 0.42 0.16
H -5.4429 5.9321 3.2356 0.29 -0.21 -0.03
H -4.4398 5.9986 1.8223 0.26 0.27 -0.29
O 0.4010 6.0938 -4.0444 1.04 -1.00 0.84
P -0.6294 6.3422 -5.0528 1.56 0.54 -0.24
N -0.2257 6.0030 -6.5953 0.21 0.83 -1.15
C -0.4152 6.8443 -7.7780 1.38 0.07 0.15
C 0.0683 4.6436 -6.8842 -0.33 -1.79 0.16
N -0.9154 7.9255 -4.9867 -0.26 0.38 0.06
C 0.0073 8.9009 -4.5223 0.85 0.73 0.26
C -2.1016 8.4426 -5.5213 -1.88 0.36 -0.78
N -1.9809 5.5277 -4.8153 -1.40 -0.96 1.63
C -2.3955 5.3691 -3.4211 0.43 -0.44 -0.22
C -2.9553 5.1023 -5.7875 0.58 -0.08 -0.20
H -1.2061 6.4975 -8.4583 -0.22 0.23 0.42
H 0.5006 6.8796 -8.4002 -0.13 -0.54 0.27
H -0.4638 7.8811 -7.4665 -0.77 0.13 -0.02
H -0.7554 4.2175 -7.4737 0.31 -0.26 -0.18
H 0.1320 4.0014 -5.9715 -0.08 0.72 -0.70
H 1.0056 4.5160 -7.4265 -0.01 0.05 -0.11
H 0.8165 8.3993 -3.9531 -0.43 0.44 -0.48
H 0.4071 9.4490 -5.4196 0.00 -0.10 0.94
H -0.5208 9.6200 -3.8494 0.47 -0.33 -0.43
H -2.5398 7.7893 -6.3000 0.32 0.44 0.12
H -2.8925 8.5379 -4.7752 -0.15 0.17 0.28
H -1.9226 9.4430 -5.9202 -0.14 -0.04 -0.33
H -3.2146 6.0649 -3.1870 -0.05 -0.55 0.18
H -2.5869 4.2993 -3.2953 -0.86 0.16 0.22
H -1.5559 5.5203 -2.7446 0.05 0.47 -0.13
H -3.2914 4.0572 -5.6360 0.34 0.45 -0.04
H -2.4174 5.2225 -6.7221 -0.61 -0.30 -0.49
H -3.8225 5.7507 -5.7700 -0.41 0.15 -0.08
```
Forces are in eV/Å.

Calculated values
2S+1: 1
LUMO: 0.0049 eV
orbital gap: 7.7 eV